The following is a DFT calculation (ωB97M-V with the def2-TZVPD basis set) of the ion C5H13N with charge +1 in a non-equilibrium geometry.

Cartesian coordinates (Å):
C1 -0.5990 1.2052 -0.1000
C2 0.3810 -0.1670 0.0713
H1 -1.0406 1.1685 -1.1200
H2 1.1847 -0.5747 -1.8140
C3 1.4929 0.0238 -0.9743
H3 0.6304 -0.1473 1.1786
H4 -1.6613 -1.0287 -0.0555
C4 -0.6175 -1.2851 -0.0762
H5 0.2340 -2.6609 1.4969
H6 -1.5176 1.2036 0.6638
H7 -0.5872 -1.6884 -1.0820
N1 0.0300 2.6190 0.0739
H8 0.9845 2.6034 0.5540
C5 -0.7255 -2.3962 1.0367
H9 0.2081 3.0106 -0.7700
H10 2.4009 -0.2129 -0.3750
H11 1.6983 1.0562 -1.3212
H12 -1.0598 -3.3512 0.5562
H13 -1.2755 -1.9955 1.8258

Cartesian forces, eV/Å:
C -1.74 2.43 1.08
C -1.39 2.44 2.10
H 0.22 0.30 0.67
H 0.81 -0.44 -0.39
C 0.35 0.34 1.76
H 0.52 0.17 -1.44
H -0.50 1.24 -0.14
C -0.64 -1.60 -0.26
H 0.14 0.15 -0.33
H 2.13 -0.41 -1.23
H 0.60 -0.42 -0.21
N 1.39 -5.89 2.54
H -1.94 0.32 0.27
C 2.55 -0.79 -1.87
H 0.05 2.17 -3.45
H -0.17 -0.64 -1.25
H -0.54 -0.51 0.25
H -0.34 1.03 0.72
H -1.50 0.10 1.18

Net charge: +1
<S²>: 0.757
2S+1: 2
Energy above the lowest of the compared OMol25 structures with the same formula, charge and spin (eV): 2.686
LUMO level (spin up / spin down) (Ha): -0.1161 / -0.3279
E_HOMO (spin up / spin down) (Ha): -0.5618 / -0.5622
Kohn-Sham gap (spin up / spin down) (eV): 12.13 / 6.38


The following is a DFT calculation (ωB97M-V with the def2-TZVPD basis set) of a structure of composition C40H77AlBrCsF4LiN2O12P2S2 in a non-equilibrium geometry.

Cartesian coordinates (Å):
P1 -5.0221 -2.7351 -1.2083
C1 -0.9465 -4.3467 -1.6778
H1 -3.0002 3.9460 3.4733
H2 -1.8728 9.3272 3.6282
H3 -3.1541 2.5317 4.5429
C2 -3.6583 -3.9639 -1.6752
H4 4.2000 -9.3646 3.3771
H5 9.4051 -8.7308 -2.0179
H6 4.1602 -4.4021 -1.6433
H7 0.2998 12.1110 0.7766
C3 -4.6469 7.2408 2.7073
Br1 7.5643 -2.1814 0.4956
H8 8.8497 -7.1539 -3.9873
N1 -5.3089 -5.7781 -2.4496
H9 0.4233 4.6752 2.5674
H10 -5.7880 9.9345 1.6458
C4 -1.3065 8.5452 3.1110
P2 -0.5941 9.3019 1.6635
H11 6.3697 -4.2628 -3.9084
H12 -3.9306 -1.7664 1.5517
H13 -4.6525 9.3243 0.4367
C5 0.4127 -13.6959 -1.8206
S1 -0.0986 -11.9085 -1.7046
S2 -4.8479 0.2754 2.2979
O1 -3.3212 0.6919 2.6471
Cs1 1.0106 -6.2171 -0.5869
H14 6.5711 -5.5488 -2.5417
C6 1.0072 11.7335 1.5217
H15 1.1113 -5.1878 -3.8001
C7 -6.5195 -2.8526 -2.3506
H16 0.9628 -4.3473 -0.4121
H17 -6.2297 -2.5622 -3.4138
H18 4.1819 10.3212 1.0540
H19 4.7719 -6.8257 -2.5642
C8 -1.2133 -5.8470 -2.2762
C9 0.6377 8.3334 0.8232
H20 1.0298 10.2734 3.1230
C10 3.3309 -9.0048 3.9335
N2 -2.8244 -7.6639 -3.0513
H21 -3.1916 6.0631 1.7293
O2 -5.5364 -3.2225 0.3869
O3 10.8808 -7.2588 -3.5247
H22 2.4447 -9.5520 3.6107
C11 -0.0643 5.8256 0.8097
H23 -5.3900 7.1886 1.9078
H24 -2.0526 -2.4170 -0.9781
H25 1.5179 -6.9218 -4.2991
H26 -2.3459 9.2333 0.0243
O4 0.7412 -11.2038 -2.6639
O5 7.9108 -7.3595 -1.6104
Li1 10.0174 -8.0888 -5.4089
C12 2.2980 11.3349 0.7982
C13 4.5187 -4.6248 -2.7179
H27 1.2484 12.5855 2.1674
H28 -4.3713 -9.0865 -3.7208
H29 5.9631 -3.3167 -0.8407
C14 -4.6136 -1.4780 2.3484
H30 4.0310 -6.3345 -4.2197
H31 -4.8659 6.4396 3.4181
H32 -0.2802 -7.8709 -3.1084
C15 -2.1446 7.2643 3.1733
C16 -4.9658 10.2153 0.9849
O6 -5.1397 0.6669 0.9429
C17 -3.9265 -5.4333 -2.2726
H33 -2.0050 11.9022 1.4946
F1 0.2392 -14.2179 -3.0648
C18 -2.6915 -6.3252 -2.5534
C19 -3.2473 7.0801 2.1316
H34 2.4579 -5.7045 -1.3908
H35 -4.7625 8.1937 3.2272
H36 0.9372 6.3522 2.6845
H37 9.9162 -7.3756 -1.1106
O7 -1.5317 -11.8992 -2.0691
C20 2.5936 -6.3627 -2.3682
H38 2.5803 -7.4863 -1.9824
C21 3.3442 10.6578 1.6709
H39 -2.5786 7.2043 4.1786
C22 -2.6141 11.1850 0.9379
C23 -5.3538 -7.0964 -2.9840
H40 -6.4066 -7.5136 -3.2012
O8 0.1445 -11.5192 -0.3230
H41 -0.4522 8.3612 3.7769
H42 1.8376 5.2212 1.6613
O9 3.1347 -7.6210 3.6744
H43 -4.5114 3.0300 3.5419
C24 0.3132 7.0761 0.0196
H44 -7.0620 -3.8696 -2.2834
H45 -0.4168 11.2214 3.0107
H46 0.4049 -7.2349 -1.4892
C25 -3.8255 10.8202 1.7935
C26 0.5135 -3.7070 -1.3040
H47 -2.9646 11.7156 0.0456
C27 -3.4228 2.9419 3.5666
H48 -5.3545 10.9368 0.2584
C28 1.2820 -6.2567 -3.3862
C29 0.0155 -6.8885 -2.5611
H49 3.4828 -9.1615 5.0047
H50 1.3031 -3.7571 -2.1649
H51 2.9557 9.7790 2.1892
H52 1.0507 9.0086 0.0679
H53 -0.4925 7.2982 -0.6926
H54 1.1776 -1.3363 -2.3539
C30 -2.9230 2.0440 2.4494
C31 -2.2016 -3.4704 -1.4083
O10 -5.6943 0.6588 3.3969
C32 -1.7361 10.0096 0.4913
H55 1.1957 6.8304 -0.5775
H56 1.4661 8.1308 1.5084
O11 0.3035 -1.5378 -1.9379
H57 -3.5434 10.1433 2.6001
C33 0.3192 10.6852 2.3998
H58 -1.1084 10.3879 -0.3260
C34 -4.1662 -8.0450 -3.2913
H59 3.7365 11.3509 2.4198
H60 -4.2115 -1.7509 3.3240
H61 2.7418 12.2423 0.3761
C35 4.0194 -6.1278 -3.0994
O12 0.4935 -2.3372 -0.8398
F2 0.1432 -10.1157 1.0202
C36 6.6582 -3.4639 -1.7332
F3 1.7120 -13.8878 -1.5153
H62 -5.5821 -1.9516 2.2000
H63 -1.8301 2.0547 2.4433
F4 -0.2960 -14.4985 -0.9772
C37 9.1659 -7.6619 -1.8689
Al1 -3.0759 -13.5896 -1.6372
H64 -3.2547 2.4070 1.4717
C38 0.8378 5.5108 1.9930
C39 9.6307 -6.9129 -3.2306
H65 3.9494 -3.9045 -3.3997
H66 -7.2884 -2.0852 -1.9498
C40 6.1214 -4.5286 -2.8254
H67 3.9306 -7.1600 3.9678
H68 6.8594 -2.4794 -2.2719
H69 7.6431 -3.8958 -1.3164
H70 -3.1092 7.7471 1.2822
H71 -1.0966 5.9102 1.1374
H72 -1.4711 6.4085 3.1326
H73 -5.6255 -4.2008 0.4280
H74 9.4371 -5.8416 -3.0525
H75 -0.0585 4.9679 0.1294
H76 2.0695 10.7075 -0.0647
H77 -4.2001 11.7301 2.2737

Cartesian forces, eV/Å:
P 0.39 0.79 0.90
C -3.00 -1.81 -1.34
H 0.08 -0.04 -0.03
H 0.14 0.24 -0.28
H 0.07 0.05 -0.11
C 3.22 -2.10 -0.49
H -0.04 -0.20 0.06
H -0.49 -0.06 -0.71
H 0.77 -0.39 -1.55
H 0.00 0.06 0.08
C -0.17 0.07 -0.12
Br 0.58 0.77 1.27
H -0.40 -0.60 -0.11
N 4.24 -4.55 -1.72
H 0.14 0.09 -0.08
H 0.02 -0.03 -0.13
C -0.39 -0.39 1.31
P 0.48 0.65 0.38
H 0.01 -0.32 1.53
H -0.13 0.10 0.07
H -0.05 -0.03 0.00
C 1.06 -1.02 -0.63
S 2.93 2.47 2.24
S 0.28 -0.77 0.09
O -0.40 -0.42 -0.18
Cs 0.19 2.14 19.29
H -0.79 1.37 -0.66
C 0.17 0.22 -0.40
H 0.19 -1.74 0.94
C -1.27 -0.84 0.60
H -1.10 4.76 -1.42
H -0.30 -0.53 1.44
H -0.05 0.07 0.13
H -1.22 0.95 -1.10
C -0.81 2.44 0.49
C 0.72 -0.53 -0.87
H -0.07 -0.15 -0.09
C 0.08 -0.02 0.05
N -4.26 1.80 0.17
H 0.09 0.13 -0.06
O 0.29 -1.27 -2.44
O -1.67 -0.39 -1.10
H 0.06 0.16 -0.06
C -0.15 -0.11 0.00
H -0.02 0.03 0.15
H -0.29 -1.81 -0.80
H -0.44 0.93 1.72
H 0.04 -0.10 0.10
O -0.97 -1.06 -0.10
O 1.41 -0.22 -0.66
Li 0.66 0.50 1.34
C 0.01 -0.04 -0.08
C -0.26 -1.10 -0.43
H -0.15 -0.14 0.03
H 0.42 1.79 0.77
H 0.72 -0.37 -1.63
C 0.24 0.26 0.32
H -0.16 0.28 1.51
H 0.05 0.08 -0.03
H -0.20 2.04 0.74
C 0.17 -0.59 -0.21
C -0.10 0.03 0.01
O 0.02 0.31 0.72
C 1.65 2.14 1.13
H 0.06 0.02 -0.12
F -0.23 0.30 0.39
C 0.06 0.28 0.40
C -0.29 -0.39 0.09
H 5.38 -0.01 -5.47
H -0.05 0.01 -0.01
H 0.01 -0.04 0.00
H -0.11 0.95 -0.28
O -2.20 -1.93 -0.42
C 2.74 -0.75 -3.09
H 0.18 2.10 -0.76
C 0.15 0.00 -0.07
H 0.05 0.19 -0.14
C -0.04 0.23 0.57
C 0.56 0.62 0.38
H 1.84 0.80 0.42
O -0.62 -3.25 -3.26
H 0.11 0.22 -0.16
H -0.01 0.07 0.07
O 0.05 0.38 -0.06
H 0.09 -0.01 -0.01
C -0.45 -0.53 -0.16
H 1.02 1.56 -0.48
H -0.04 -0.16 -0.01
H -5.54 -6.42 -9.36
C -0.27 0.15 -0.16
C -0.11 0.29 -0.03
H 0.12 -0.14 0.05
C -0.34 0.03 0.11
H 0.09 -0.09 0.08
C 0.52 -0.22 0.96
C -2.96 -1.94 -4.46
H 0.02 -0.19 -0.02
H -1.55 -0.20 1.32
H 0.04 0.01 0.01
H -0.04 0.30 0.29
H 0.17 -0.04 0.01
H -0.42 -0.43 0.85
C 0.14 0.80 0.04
C -1.72 -2.73 -1.00
O 0.23 0.21 -0.64
C -0.44 0.25 -1.04
H 0.01 0.24 0.02
H -0.19 0.14 0.16
O -0.29 1.51 -2.01
H 0.03 -0.04 0.06
C -0.04 0.33 0.44
H 0.19 -0.19 0.10
C 1.16 2.82 1.21
H -0.04 -0.10 0.00
H -0.02 0.13 -0.04
H -0.14 -0.05 0.03
C 0.12 0.56 1.78
O 0.32 -2.42 0.53
F 0.04 2.75 1.97
C 0.54 -0.83 -1.54
F -0.95 0.56 -0.08
H 0.09 0.25 -0.03
H -0.10 -0.34 -0.03
F -0.31 0.49 -0.18
C -1.51 -1.44 2.95
Al 1.38 1.31 -0.17
H -0.09 -0.17 0.02
C -0.03 -0.19 0.08
C 1.71 1.50 -1.91
H 1.00 -0.64 0.82
H 1.50 -0.99 -0.61
C -1.11 0.11 0.83
H -0.23 -0.06 -0.09
H -0.26 -1.23 1.10
H -1.52 0.91 -0.76
H 0.00 0.07 -0.05
H -0.13 0.03 0.11
H 0.10 0.06 -0.05
H -0.11 0.74 0.01
H 0.29 -0.14 0.54
H 0.02 0.14 -0.02
H 0.01 -0.04 -0.03
H 0.13 -0.08 0.00

Net charge: +1
LUMO level (Ha): -0.1925
E_HOMO (Ha): -0.2448
Kohn-Sham gap (eV): 1.42


The following is a DFT calculation (ωB97M-V with the def2-TZVPD basis set) of an isolated molecule of C13H10ClN3O2 in a non-equilibrium geometry.

Cartesian coordinates (Å):
H1 -3.8909 2.6588 0.0195
O1 -1.6312 -2.5840 0.2909
C1 -1.0815 0.0311 0.0026
O2 -3.7615 -2.3447 -0.2998
Cl1 -5.0861 0.1413 0.0214
C2 -0.7550 1.3838 0.0063
C3 -1.7803 2.3330 0.0104
C4 -2.4084 -0.3854 -0.0018
C5 -3.4245 0.5778 0.0027
H2 0.7524 2.7957 0.0074
C6 2.7680 1.3367 -0.0019
N1 6.2478 0.0832 -0.0276
H3 -0.2888 -0.6976 -0.0015
N2 1.5603 0.9248 0.0008
C7 5.1927 0.8726 -0.0212
H4 4.6794 -2.8779 0.0012
H5 6.9481 -1.8307 -0.0257
H6 2.6790 -1.3708 0.0139
H7 -1.5401 3.3862 0.0130
C8 3.8732 0.4088 -0.0071
H8 5.4038 1.9352 -0.0281
H9 -1.8708 -3.5233 0.2553
C9 6.0517 -1.2249 -0.0199
C10 -3.0978 1.9286 0.0122
H10 3.0131 2.4063 -0.0013
C11 4.7888 -1.8043 -0.0052
C12 3.6834 -0.9771 0.0015
N3 0.5590 1.7918 0.0052
C13 -2.7048 -1.8391 -0.0261

Cartesian forces, eV/Å:
H -0.08 0.05 0.01
O 0.58 -0.12 0.19
C 0.02 0.13 0.01
O 0.14 0.01 -0.01
Cl -0.39 0.21 0.03
C -0.56 -0.37 -0.02
C 0.23 -0.21 0.00
C -0.05 0.45 0.01
C 0.28 -0.15 -0.01
H -0.02 -0.42 0.00
C -0.63 0.61 0.00
N 0.53 0.04 -0.01
H -0.01 -0.04 0.01
N 0.53 -0.51 0.00
C -0.62 0.08 0.00
H 0.01 -0.08 0.00
H 0.01 -0.13 0.00
H -0.08 -0.07 0.00
H 0.01 0.13 0.00
C 0.66 -0.64 0.00
H -0.09 0.14 0.00
H -0.22 0.24 -0.09
C -0.04 -0.21 0.00
C -0.02 -0.22 -0.01
H -0.09 -0.05 0.00
C -0.03 0.10 0.00
C 0.15 0.23 0.00
N 0.22 1.30 0.00
C -0.45 -0.49 -0.12

Energy above the lowest of the compared OMol25 structures with the same formula, charge and spin (eV): 0.000
LUMO level (Ha): 0.0012
SMILES string: O=C(O)c1cc(N/N=C/c2cccnc2)ccc1Cl
E_HOMO (Ha): -0.2898
Kohn-Sham gap (eV): 7.92


The following is a DFT calculation (ωB97M-V with the def2-TZVPD basis set) of a structure of composition C34H50AuBN7O3S in a non-equilibrium geometry.

Cartesian coordinates (Å):
C1 0.8190 2.6230 1.2106
C2 -1.0300 1.7011 -4.5115
H1 -2.6128 -0.8041 2.9791
C3 -1.5075 3.7065 1.1299
H2 4.2100 -2.8736 0.2508
N1 1.7097 0.7560 0.5309
N2 -0.1336 -0.0491 -1.7834
H3 2.7389 3.7084 1.4316
H4 4.8894 -0.3898 -0.2214
H5 2.1355 -5.4150 2.0985
H6 0.6262 -1.4648 -4.6403
C4 2.7446 1.6259 0.7400
C5 4.7298 1.0157 2.1190
H7 -0.6717 2.4401 -3.7933
C6 -4.3721 2.6003 -1.0938
O1 -2.1831 1.6053 -1.8035
N3 0.5236 1.3916 0.8093
S1 -4.5849 1.2749 1.1287
C7 2.5394 -2.4109 -2.7512
C8 -2.5500 -1.7750 3.4765
C9 2.9417 -4.8772 1.6018
C10 -4.6740 3.4435 -2.1460
H8 -1.9928 -3.7936 3.0870
H9 -1.8358 2.1436 -5.1024
H10 -2.7318 -3.9518 0.7573
C11 -5.8893 4.1162 -2.1068
H11 2.8578 -5.0586 0.5312
N4 -0.2968 -1.6388 1.1994
C12 -6.4556 3.1112 0.0270
C13 -3.2096 1.7619 -0.8472
C14 3.9606 -1.8602 -2.6283
H12 4.2706 0.0737 2.4161
H13 4.5940 2.4943 0.6119
H14 2.2537 -3.3331 -0.8219
C15 1.5229 -2.7961 1.6929
H15 4.4233 0.8817 -1.3580
H16 5.8143 0.8881 2.1266
C16 2.9142 -3.3752 1.9245
C17 4.9044 0.6799 -0.4010
C18 -5.2507 2.4511 -0.0263
C19 -0.1159 3.6803 1.7386
C20 -1.4947 0.4173 -3.8081
C21 0.5728 -1.1003 -3.6264
H17 -0.7652 4.4315 3.6738
H18 -7.1271 2.9864 0.8664
N5 1.0064 -0.7441 -1.4748
H19 -4.0463 -3.3417 1.7806
H20 4.6508 -2.5225 -3.1534
H21 4.1217 -1.6243 1.4963
O2 -5.2655 0.0356 1.0132
H22 4.4647 1.7567 2.8735
H23 3.0269 -3.3038 3.0102
C22 4.2501 1.4649 0.7298
C23 -0.3755 -0.2547 -3.0724
H24 -3.5432 -2.0175 3.8583
H25 0.4722 -4.2078 3.0186
H26 -6.1562 4.7805 -2.9176
H27 -7.7020 4.4945 -1.0330
H28 -2.0232 4.6255 1.4155
H29 -2.0931 2.8744 1.5116
C24 -2.0689 -2.8659 2.5160
C25 2.1988 2.8108 1.1715
H30 -3.9823 3.5870 -2.9667
B1 1.7136 -0.7010 -0.0401
C26 2.3048 -3.6322 -1.8654
C27 -0.2172 3.5792 3.2662
C28 0.4432 -3.3605 2.3525
C29 -0.6716 -2.6143 2.0209
N6 1.0528 -1.7357 0.9775
H31 -3.4908 1.1659 -3.3876
H32 -1.4659 3.6675 0.0346
Au1 -1.4252 0.0240 0.6354
C30 -3.0587 -3.1153 1.3759
H33 0.3711 4.6271 1.4941
O3 -4.2566 1.8563 2.3789
H34 0.7717 3.5560 3.7223
H35 -0.7460 2.6653 3.5485
H36 2.8366 -1.0266 -0.2186
H37 3.1160 -4.3537 -1.9837
H38 3.8887 -5.3015 1.9402
H39 -1.8695 -0.2738 -4.5682
H40 -2.9931 -0.2376 -2.3753
N7 -3.1192 1.0968 0.2093
H41 -0.2034 1.4705 -5.1805
H42 2.4267 -2.7361 -3.7870
H43 -3.1584 -2.2349 0.7367
H44 5.9509 0.9806 -0.4799
C31 4.1312 -2.6934 1.3222
H45 1.3649 -4.1274 -2.1172
H46 -1.8680 -1.6736 4.3215
C32 -6.7654 3.9531 -1.0399
H47 4.2815 -1.7993 -1.5944
H48 5.0291 -3.1022 1.7895
C33 1.4273 -1.4086 -2.5870
H49 -1.3294 1.1096 -1.3877
C34 -2.6621 0.6533 -2.9071
H50 4.0437 -0.8676 -3.0726

Cartesian forces, eV/Å:
C 0.00 0.11 0.05
C -0.06 -0.01 0.00
H 0.00 -0.01 -0.01
C 0.00 0.01 -0.11
H -0.01 0.02 -0.03
N 0.09 -0.07 -0.24
N 0.02 0.53 -0.27
H -0.01 -0.05 0.00
H -0.03 -0.08 0.01
H 0.03 0.00 -0.02
H 0.02 0.01 0.06
C -0.06 -0.12 0.10
C 0.00 0.00 -0.06
H 0.00 -0.03 0.01
C -0.03 -0.02 0.08
O -0.64 0.22 0.17
N 0.18 0.09 0.07
S -0.17 0.15 -0.01
C 0.04 -0.03 0.12
C 0.00 0.00 -0.03
C -0.02 0.03 0.03
C 0.05 0.04 -0.10
H -0.01 -0.01 0.04
H 0.02 -0.02 0.02
H -0.02 0.00 -0.01
C -0.02 0.04 -0.02
H -0.01 0.02 -0.05
N 0.11 -0.01 -0.19
C 0.04 0.00 0.10
C 0.43 0.28 -0.91
C -0.03 0.00 -0.05
H 0.02 0.00 0.00
H -0.01 0.05 -0.01
H 0.03 -0.05 0.06
C 0.03 0.00 -0.07
H -0.01 -0.02 -0.01
H -0.03 0.00 0.00
C -0.02 0.04 -0.03
C -0.01 0.03 0.03
C -0.04 -0.06 0.04
C -0.02 -0.09 0.04
C 0.16 0.22 -0.06
C -0.09 0.03 0.02
H 0.00 -0.04 -0.01
H -0.02 0.01 -0.05
N -0.11 -0.15 0.24
H 0.02 -0.03 -0.01
H -0.01 -0.01 0.03
H 0.03 0.05 -0.03
O 0.00 -0.09 0.02
H 0.01 0.00 -0.01
H -0.01 0.07 0.04
C -0.04 -0.09 0.02
C 0.07 -0.22 -0.34
H 0.03 -0.01 0.00
H -0.01 0.04 -0.04
H 0.01 0.00 0.02
H 0.01 -0.02 0.00
H 0.01 -0.02 -0.01
H -0.03 -0.02 -0.01
C -0.08 0.11 -0.07
C -0.06 0.09 -0.06
H -0.02 0.01 0.00
B 0.01 0.05 0.19
C 0.01 -0.03 -0.01
C -0.01 0.00 -0.04
C 0.13 -0.10 0.07
C -0.04 -0.09 0.07
N 0.00 0.20 -0.15
H 0.00 0.08 0.07
H -0.01 -0.01 0.05
Au -0.11 -0.43 0.90
C 0.01 0.09 0.00
H 0.03 0.03 0.03
O 0.03 0.04 0.00
H 0.00 0.00 0.02
H 0.03 0.01 0.00
H -0.03 -0.04 0.01
H -0.02 0.02 0.00
H -0.02 0.01 -0.01
H -0.01 -0.07 0.01
H 0.01 -0.04 -0.01
N -0.11 -0.40 0.39
H -0.01 0.00 -0.01
H -0.02 0.00 -0.04
H 0.01 -0.02 0.03
H -0.02 -0.02 0.00
C -0.02 -0.01 -0.03
H 0.02 0.02 0.01
H -0.01 0.02 0.01
C 0.00 0.01 0.02
H 0.01 0.04 0.03
H -0.03 -0.01 -0.02
C -0.01 0.10 0.09
H 0.59 -0.36 -0.14
C -0.11 0.01 0.00
H 0.01 -0.02 -0.01

Net charge: +1
Energy above the lowest of the compared OMol25 structures with the same formula, charge and spin (eV): 2.776
LUMO level (Ha): -0.1554
E_HOMO (Ha): -0.3963
Kohn-Sham gap (eV): 6.55


| no. | E_tot (eV) |
| --- | --- |
| 1 | -6875.075 |
| 2 | -198751.469 |
| 3 | -34730.540 |
| 4 | -67841.210 |